14
Properties=species:S:1:pos:R:3:forces:R:3:mulliken_charge:R:1 method="wB97M-V/def2-TZVPD" e_homo_ev=-8.37 orbital_gap_ev=9.204 e_above_lowest_ev=4.9823 lumo_energy_ev=0.83 energy_ev=-7357.273
C 0.792252 1.446717 0.058864 -0.04 0.19 -0.08 -0.614
C 1.648350 0.251879 0.340226 0.17 -0.11 0.01 -0.592
C 0.155610 0.163475 0.526240 -0.16 -0.10 0.09 -0.128
C -0.616377 -0.684399 -0.427435 0.19 0.04 0.05 -0.069
C -1.411687 -1.838502 0.053992 0.19 -0.03 -0.26 -0.480
O -2.042095 -0.324371 -0.594292 -0.14 0.10 0.12 -0.411
H 0.648104 1.734234 -0.979737 0.01 -0.07 0.17 0.246
H 0.825910 2.280070 0.754344 -0.02 -0.16 -0.10 0.256
H 2.266510 0.249854 1.232633 -0.13 0.01 -0.14 0.251
H 2.086237 -0.273122 -0.505254 -0.11 0.09 0.12 0.238
H -0.202313 0.115553 1.553463 0.05 0.00 -0.16 0.431
H -0.190774 -0.657660 -1.436957 -0.04 -0.07 0.14 0.318
H -1.591201 -2.475298 -0.830102 -0.03 0.10 0.16 0.152
H -2.368526 0.011571 0.254016 0.07 0.02 -0.11 0.403